Entry 1:
7
Properties=species:S:1:pos:R:3:mulliken_charge:R:1 method="wB97M-V/def2-TZVPD" gap_ha=0.3392 multiplicity=1 relative_energy_ev=1.0490 charge=+1 homo_energy_ev=-15.84 e_lumo_ev=-6.6
C -0.81 0.55 -0.06 0.04
C 1.84 -1.02 -1.04 0.50
O 1.48 -2.05 -0.87 0.06
O 0.36 0.23 0.17 -0.51
H -1.46 1.16 0.52 0.31
H -1.17 0.13 -0.94 0.21
H 1.95 0.00 -1.42 0.38

---

Entry 2:
9
Properties=species:S:1:pos:R:3:lowdin_spin:R:1 method="wB97M-V/def2-TZVPD" gap_ha="0.1855 / 0.3110" multiplicity=7 relative_energy_ev=0.0000 charge=+3 homo_energy_ev="-23.44 / -23.11" e_lumo_ev="-18.4 / -14.6"
H -1.33 -0.02 -1.26 -0.01
O 0.80 1.62 0.42 -0.07
C 0.67 0.73 -0.46 -0.04
H 1.23 0.76 -1.41 0.00
C -0.54 -0.11 -0.50 -0.24
O -0.90 -0.52 0.75 -0.20
Tb -0.16 1.71 2.44 6.78
P 0.49 -1.59 0.35 -0.22
H -0.26 -2.58 -0.34 -0.01

---

Entry 3:
9
Properties=species:S:1:pos:R:3:mulliken_charge:R:1 method="wB97M-V/def2-TZVPD" gap_ha=0.2556 multiplicity=1 relative_energy_ev=2.4315 charge=-1 homo_energy_ev=-3.58 e_lumo_ev=3.4
C 0.84 -0.59 -0.77 -0.32
C -0.27 -0.62 0.25 -0.46
O 0.39 2.09 0.99 -0.56
O -2.01 1.59 0.70 -0.61
S 0.79 -2.19 0.04 -0.28
S -0.70 1.19 1.35 0.53
H 0.53 -0.76 -1.87 0.22
H 1.67 0.06 -0.38 0.25
H -1.25 -0.78 -0.31 0.23

---

Entry 4:
8
Properties=species:S:1:pos:R:3:lowdin_spin:R:1 method="wB97M-V/def2-TZVPD" gap_ha="0.2953 / 0.3137" multiplicity=5 relative_energy_ev=0.0000 charge=+2 homo_energy_ev="-19.49 / -20.57" e_lumo_ev="-11.5 / -12.0"
C -0.58 0.19 0.46 0.38
C 0.31 -0.43 -0.44 0.27
O 1.57 -0.31 -0.42 0.15
O -1.85 0.10 0.26 0.17
H -0.14 -0.85 -1.36 0.01
H -2.25 0.93 -0.02 0.02
V 3.07 0.47 0.05 3.00
H -0.12 -0.11 1.46 0.01

---

Entry 5:
8
Properties=species:S:1:pos:R:3:mulliken_charge:R:1 method="wB97M-V/def2-TZVPD" gap_ha=0.3117 multiplicity=1 relative_energy_ev=0.6086 charge=-1 homo_energy_ev=-4.21 e_lumo_ev=4.3
O 1.85 0.64 -1.94 -0.51
C 0.92 0.12 -1.36 0.05
H 0.03 0.65 -1.00 0.22
H 0.94 -0.96 -1.15 0.22
O -0.51 1.06 1.34 -0.67
C -0.94 -0.11 1.34 -0.03
O -1.05 -0.92 0.40 -0.68
H -1.25 -0.46 2.37 0.40

---

Entry 6:
10
Properties=species:S:1:pos:R:3:mulliken_charge:R:1 method="wB97M-V/def2-TZVPD" smiles="CC(=S)P(=O)([O-])[O-]" gap_ha=0.2046 multiplicity=1 relative_energy_ev=1.1433 charge=-2 homo_energy_ev=0.27 e_lumo_ev=5.8
C -0.01 0.31 0.07 -1.09
C -1.47 0.73 -0.12 0.26
S -1.46 2.42 -0.14 -0.50
P -2.80 -0.55 0.05 0.73
O -4.13 -0.10 -0.46 -0.77
O -2.46 -0.62 1.55 -0.73
O -2.33 -1.73 -0.79 -0.80
H 0.65 0.49 -0.92 0.22
H -0.02 -0.70 0.17 0.36
H 0.60 0.77 0.81 0.31

---

Entry 7:
9
Properties=species:S:1:pos:R:3:mulliken_charge:R:1 method="wB97M-V/def2-TZVPD" gap_ha=0.3223 multiplicity=1 relative_energy_ev=3.4093 charge=-1 homo_energy_ev=-4.69 e_lumo_ev=4.1
C -1.00 1.45 0.25 0.28
C -1.18 2.24 -0.64 -0.57
O -2.12 -1.64 -0.26 -0.55
O -0.87 0.40 0.93 -0.52
O 0.30 -1.79 0.03 -0.54
S -0.83 -0.97 -0.43 0.54
H 3.07 -1.40 0.64 -0.21
H -1.22 3.13 -1.19 0.35
H 3.85 -1.43 0.66 0.21

---

Entry 8:
10
Properties=species:S:1:pos:R:3:mulliken_charge:R:1 method="wB97M-V/def2-TZVPD" gap_ha=0.2726 multiplicity=1 relative_energy_ev=2.4432 charge=-1 homo_energy_ev=-3.71 e_lumo_ev=3.7
C 0.88 -0.60 0.67 -0.27
C 0.43 0.52 -0.65 -0.55
O -2.17 -0.27 -1.09 -0.63
O -0.63 -1.04 0.67 -0.31
O -1.79 1.28 0.83 -0.63
S 2.10 -1.68 0.28 -0.49
S -1.22 0.22 -0.06 1.02
H 0.87 -0.09 1.66 0.25
H 0.69 0.11 -1.59 0.33
H 0.84 1.55 -0.72 0.28

---

Entry 9:
10
Properties=species:S:1:pos:R:3:mulliken_charge:R:1 method="wB97M-V/def2-TZVPD" smiles="O=S(=O)([O-])CC=S" gap_ha=0.2992 multiplicity=1 relative_energy_ev=2.0401 charge=-1 homo_energy_ev=-4.72 e_lumo_ev=3.4
O 0.58 -0.75 -1.93 -0.64
S -0.43 -0.03 -1.19 1.15
O -1.34 -0.90 -0.41 -0.66
O -1.12 1.01 -1.95 -0.68
C 0.42 0.82 0.16 -0.69
C 0.15 -0.55 1.37 -0.11
S 1.13 -1.79 1.51 -0.28
H 1.48 0.92 0.02 0.33
H -0.09 1.69 0.53 0.32
H -0.79 -0.42 1.89 0.27

---

Entry 10:
9
Properties=species:S:1:pos:R:3:mulliken_charge:R:1 method="wB97M-V/def2-TZVPD" gap_ha=0.3182 multiplicity=1 relative_energy_ev=3.0138 charge=-1 homo_energy_ev=-4.69 e_lumo_ev=4.0
C -1.83 -2.84 0.28 0.85
C -1.76 -3.04 -1.12 -0.32
O -2.26 -2.69 1.37 -0.54
O -0.66 -3.15 -0.30 -0.17
O -1.38 -0.69 -1.10 -0.54
Si -0.26 0.02 -0.31 0.36
H 0.34 1.16 -1.03 -0.23
H 0.75 -0.88 0.01 -0.23
H -0.70 0.73 1.07 -0.17

---

Entry 11:
11
Properties=species:S:1:pos:R:3:mulliken_charge:R:1 method="wB97M-V/def2-TZVPD" gap_ha=0.1898 multiplicity=1 relative_energy_ev=0.8740 charge=-2 homo_energy_ev=0.26 e_lumo_ev=5.4
C -0.72 -2.21 0.63 0.61
C -0.78 -1.26 -0.29 -0.76
O -0.91 -3.44 0.64 -0.80
O 0.32 2.69 -2.03 -0.61
O -0.54 -1.49 1.88 -0.53
O 2.45 1.86 -0.91 -0.60
P 1.22 2.67 -0.87 0.75
S 0.83 3.63 0.78 -0.55
H -1.04 -1.58 -1.38 0.20
H -0.60 -0.21 -0.09 0.00
H -0.26 -0.66 1.63 0.28

---

Entry 12:
11
Properties=species:S:1:pos:R:3:mulliken_charge:R:1 method="wB97M-V/def2-TZVPD" smiles="O=C(O)CS(=O)(=O)[O-]" gap_ha=0.3077 multiplicity=1 relative_energy_ev=0.0000 charge=-1 homo_energy_ev=-4.89 e_lumo_ev=3.5
O -1.07 -1.67 -1.44 -0.54
C -0.53 -1.17 -0.48 0.50
O -0.80 -1.71 0.75 -0.42
C 0.38 0.07 -0.74 -0.53
S 0.16 1.36 0.55 1.15
O 1.15 2.42 0.33 -0.67
O -1.25 1.80 0.45 -0.68
O 0.35 0.66 1.93 -0.70
H 0.00 -2.09 1.16 0.32
H 0.14 0.50 -1.74 0.27
H 1.48 -0.17 -0.78 0.30

---

- Which value of multiplicity does entry 3 give?
  1

---

- What is the multiplicity in the seventh record?
  1

---

- Which value of multiplicity does entry 1 give?
  1

---

- What is the multiplicity in the twelfth record?
  1